(1)
Molecular formula: C30H43Cl3GaN5O3Si
Method: DFT, the ωB97M-V functional and the def2-TZVPD basis

Geometry (Å):
C -2.3329 -2.4526 -4.9913
C -1.4569 -2.7260 -3.7926
H -2.7472 -3.3227 -5.5307
H -1.6342 -1.9822 -5.6924
H -3.1634 -1.7611 -4.7949
C -0.5668 -3.7302 -3.8198
C -0.3083 -4.4406 -5.0773
H 0.1299 -3.9285 -3.0151
H 0.1748 -3.8206 -5.8597
H -1.2473 -4.7958 -5.4959
H 0.3467 -5.2941 -4.9103
Ga -0.4471 2.4584 0.9704
Cl -2.6288 3.1235 1.2084
Cl 0.9543 3.7884 -0.0502
H 1.6783 5.8032 3.8388
H -1.3677 6.6306 2.7791
C 1.4633 5.2274 2.9211
C -0.7093 6.0875 2.0891
N 0.0305 5.0441 2.7810
H 1.9663 4.2466 2.9793
C -0.5605 3.9896 3.3975
O 0.0693 3.1905 4.1431
H -1.3275 5.6634 1.2844
H -1.6613 3.9217 3.2048
H 1.7996 5.7933 2.0371
H 0.0370 6.7777 1.6765
H 2.0371 -0.6858 -4.0117
H 2.6932 -3.5857 -3.0884
C 3.1070 -0.9260 -3.9354
C 3.6071 -3.0447 -2.8084
N 3.3900 -1.6233 -2.7017
H 3.6775 0.0095 -3.9866
C 3.1483 -1.0357 -1.4811
O 2.6818 0.0950 -1.3133
H 3.9706 -3.4537 -1.8676
H 3.5314 -1.6354 -0.6328
H 3.3703 -1.5869 -4.7662
H 4.3319 -3.2431 -3.5951
O -0.5140 -0.6228 -3.0444
C -1.4348 -1.6569 -2.7071
C 0.1994 -2.6283 -1.0727
C -1.0939 -2.1596 -1.3055
H 0.9812 -2.3768 -1.7957
C 0.4565 -3.4530 0.0202
H -2.4300 -1.1961 -2.6620
C -2.0394 -2.2285 -0.2714
H 1.4405 -3.9143 0.1221
C -0.5186 -3.6314 1.0123
C -1.7388 -2.9465 0.8951
H -2.9906 -1.6935 -0.3750
H -0.3590 -4.3410 1.8405
H -2.4678 -2.9593 1.7236
Si -0.4843 0.7156 -3.9062
Cl -0.9673 0.5660 0.2960
C 1.2198 1.5060 -3.7321
C -1.4823 2.0150 -3.0466
C -1.2806 0.4123 -5.4958
H 1.7893 1.2012 -2.8214
H 1.0011 2.5863 -3.6343
H 1.8024 1.3088 -4.6492
H -0.6322 -0.2759 -6.0320
H -1.5083 1.2867 -6.1139
H -2.2290 -0.0666 -5.2389
H -2.3659 1.6851 -2.4956
H -1.8137 2.6341 -3.8892
H -0.9103 2.6419 -2.3603
N -0.7453 1.4330 10.5661
C -0.8045 1.0102 9.4741
C -0.8081 0.5352 8.1240
C -1.7282 1.0852 7.2181
C -1.6492 0.7426 5.8743
C -0.6028 -0.1034 5.4739
C 0.1746 -0.8291 6.3773
C 0.0899 -0.4618 7.7182
N -0.1442 -0.0188 4.1626
C 0.8901 -0.7285 3.5220
C 1.1457 -0.0848 2.3592
N 0.4535 1.1316 2.3886
C -0.4436 1.0474 3.3737
H -2.4817 1.8099 7.5295
H -2.3273 1.1798 5.1329
H 0.8707 -1.5904 6.0286
H 0.7769 -0.8974 8.4372
H 1.3337 -1.6189 3.9299
H 1.6937 -0.4317 1.4783
H -1.3602 1.6058 3.4790

Gap between HOMO and LUMO = 8.45 eV
Total charge = 0
Energy = -5263.39928 Eh
HOMO = -8.639 eV


(2)
Molecular formula: C30H43F13N4O5
Method: DFT, the ωB97M-V functional and the def2-TZVPD basis

Geometry (Å):
C 2.2156 -3.1488 3.4704
C 0.6467 -3.2822 3.0746
O 0.2174 -2.2736 2.1082
C -1.1892 -2.4718 1.7868
O -2.0452 -1.7810 2.4343
C -1.6284 -3.5434 0.6432
C -2.7772 -2.9507 -0.3224
C -2.3723 -2.8218 -1.8724
C -1.6297 -1.4280 -2.2637
C -1.7950 -1.3047 -3.8765
N -1.9140 -1.1285 -5.0743
C -2.3966 -0.1162 -1.6715
C -1.8808 1.2707 -2.3383
C -2.0761 2.4989 -1.2696
C -0.8270 3.5386 -1.3673
C -0.5862 4.3934 -0.0205
O -1.6876 4.3609 0.9265
C -1.3449 3.6375 2.1366
C -0.1017 -1.5613 -1.7798
C 0.2406 -0.5479 -0.5538
N 0.2798 0.2342 0.3606
C 1.0125 -1.3226 -2.9154
C 2.4941 -1.7692 -2.3764
C 3.6989 -0.9924 -3.0893
F 4.4380 -1.9811 -3.8675
F 3.3107 0.0162 -4.0203
C 4.8023 -0.4224 -2.0213
F 6.0372 -0.3270 -2.7831
F 5.0495 -1.3909 -1.0040
C 4.4757 1.0581 -1.4892
F 4.8473 1.9582 -2.5633
F 3.0601 1.1689 -1.3605
C 5.3165 1.5351 -0.2015
F 6.5472 0.8399 -0.0021
F 5.6912 2.9131 -0.4596
C 4.4991 1.5618 1.1853
F 3.3885 2.4850 1.1753
F 5.4122 2.1082 2.1710
C 4.0552 0.1246 1.7511
F 5.1837 -0.7101 2.0829
F 3.0919 -0.5551 0.9613
F 3.4103 0.3772 3.0205
H 2.3067 -2.1524 4.0594
H 2.7950 -3.0963 2.4805
H 2.5892 -4.0271 4.1187
H 0.5169 -4.3080 2.5399
H 0.0019 -3.2277 4.0299
H -0.7231 -3.9945 0.1005
H -2.1005 -4.4241 1.2475
H -3.6566 -3.7112 -0.2803
H -3.1729 -1.9932 0.1622
H -3.3667 -2.8756 -2.4744
H -1.7428 -3.7120 -2.2653
H -3.4980 -0.2368 -2.0316
H -2.4463 -0.0965 -0.5290
H -2.4007 1.5104 -3.3327
H -0.7269 1.1679 -2.4482
H -3.0089 3.0868 -1.5817
H -2.2299 2.1181 -0.2010
H 0.1692 3.0224 -1.6296
H -1.0695 4.2264 -2.2730
H -0.4572 5.5043 -0.3350
H 0.4268 4.0797 0.4333
H -1.9605 4.1223 2.9965
H -0.2434 3.7118 2.4423
H -1.6843 2.5284 2.1123
H 0.0881 -2.6211 -1.3528
H 0.9715 -0.1898 -3.1716
H 0.8539 -1.9659 -3.8696
H 2.5821 -1.7492 -1.2358
H 2.5828 -2.8881 -2.6794
C -3.4902 -7.1227 3.2343
C -2.0634 -6.7570 2.9278
O -1.7571 -5.6863 2.4123
N -1.0969 -7.6607 3.2423
C -1.2577 -8.9643 3.8492
H -4.1493 -6.3086 2.9303
H -3.7730 -8.0215 2.6815
H -3.6127 -7.2843 4.3076
H -0.1637 -7.3495 3.0092
H -0.6897 -8.9805 4.7817
H -0.8488 -9.7125 3.1669
H -2.3000 -9.1975 4.0575
C -1.3420 8.4759 0.1439
C -1.6201 7.8678 -1.2043
O -1.3451 6.7037 -1.4658
N -2.1983 8.6599 -2.1496
C -2.5934 10.0464 -2.0315
H -0.8816 7.7300 0.7931
H -0.6526 9.3171 0.0400
H -2.2755 8.8065 0.6049
H -2.3558 8.1871 -3.0290
H -3.6660 10.1150 -2.2260
H -2.0542 10.6219 -2.7872
H -2.3787 10.4549 -1.0460

Gap between HOMO and LUMO = 8.85 eV
Total charge = 0
Energy = -3062.10043 Eh
HOMO = -8.547 eV


(3)
Molecular formula: C30H43F17N6O7P
Method: DFT, the ωB97M-V functional and the def2-TZVPD basis

Geometry (Å):
C 2.0293 -4.8568 6.0960
C 1.4346 -3.7579 5.6697
C 0.6287 -2.5163 5.0588
C 1.5305 -1.6128 4.0201
C 1.4663 -2.3130 2.5391
N 0.8033 -1.4905 1.4913
C 0.5397 -2.1921 0.2049
C 1.2468 -3.6183 0.0106
O 2.4908 -3.8641 -0.0082
O 0.3610 -4.7612 -0.2070
C 1.3247 -0.1220 1.3472
N 2.6938 0.3096 0.9932
C 3.2300 -0.2988 -0.2640
C 2.6693 0.4234 -1.6250
C 3.5380 -0.0054 -2.9451
C 3.7943 -1.5824 -3.0530
C 4.2346 -2.8164 -3.1588
P 3.8206 0.3201 2.3300
O 3.1920 1.0520 3.5630
O 4.5253 -1.1852 2.7130
O 5.1341 1.3450 1.8344
N 0.4286 0.8779 1.5369
C 0.8424 2.3368 1.3981
C 0.7390 2.8583 -0.1454
F 0.0046 1.8706 -0.9277
C -1.0150 0.6609 1.8978
C -1.2286 0.8475 3.5009
C -1.9464 -0.4078 4.2245
C -3.5461 -0.2654 4.3800
N -4.3190 -0.9786 3.2767
C -4.0879 -2.4695 3.4003
N -4.4472 -3.2062 4.4437
N -3.3892 -3.1441 2.2718
H 2.2388 -5.8977 6.5548
H -0.3229 -2.9198 4.5167
H 0.2586 -1.8774 5.9461
H 1.0683 -0.5632 4.0520
H 2.5932 -1.6174 4.4664
H 0.7983 -3.2587 2.7023
H 2.5144 -2.7110 2.2874
H -0.6144 -2.3600 0.1366
H 0.8039 -1.5548 -0.7357
H 0.6680 -5.0957 -1.0996
H 4.3786 -0.0907 -0.2753
H 3.1098 -1.4376 -0.3628
H 2.8476 1.5512 -1.4893
H 1.5791 0.1336 -1.8513
H 2.9846 0.4092 -3.8851
H 4.5352 0.5774 -2.8899
H 4.6472 -3.8820 -3.1995
H 4.6835 -1.2239 3.7017
H 5.9661 1.0350 2.2981
H 1.8469 2.5692 1.9022
H 0.0454 2.9605 1.9801
H 0.0737 3.8165 -0.1477
H 1.7449 3.1733 -0.5990
H -1.4807 -0.2937 1.4660
H -1.5951 1.5471 1.4054
H -0.2431 1.1408 4.0554
H -1.9349 1.7635 3.6662
H -1.5914 -1.3666 3.6986
H -1.5148 -0.4457 5.3084
H -3.8323 0.8628 4.4386
H -3.8518 -0.7307 5.4038
H -5.3225 -0.8106 3.4618
H -4.9146 -2.5874 5.1341
H -3.2935 -2.5171 1.4532
H -2.4404 -3.4173 2.6206
C -2.9218 5.7080 -0.8723
C -2.9132 4.7426 0.3293
C -4.2775 4.4698 0.9593
F -4.8433 5.5836 1.4596
F -4.1531 3.6036 2.0011
F -2.0259 5.1913 1.2540
F -2.4125 3.5496 -0.1189
O -2.5630 7.0663 -0.6003
C -3.6048 7.9220 -0.1616
C -3.3606 8.4709 1.2475
F -3.2756 7.4748 2.1604
F -4.3822 9.2710 1.6391
F -4.7900 7.2902 -0.2814
F -3.6379 8.9462 -1.0467
H -2.1366 5.3567 -1.5503
H -3.8418 5.6373 -1.4603
H -4.9646 4.0220 0.2362
H -2.4330 9.0474 1.2888
C 2.4087 -3.2541 -6.9530
C 2.0729 -1.7573 -7.1012
C 1.0901 -1.2004 -6.0735
F -0.1157 -1.7981 -6.1406
F 0.8712 0.1235 -6.2921
F 1.6440 -1.5224 -8.3654
F 3.2481 -1.0697 -6.9720
O 1.7012 -4.1546 -7.8125
C 0.4350 -4.6002 -7.3600
C -0.7057 -4.1701 -8.2876
F -0.7877 -2.8230 -8.3818
F -1.9025 -4.6007 -7.8154
F 0.2478 -4.2109 -6.0813
F 0.5089 -5.9529 -7.3303
H 3.4546 -3.3624 -7.2585
H 2.3930 -3.5860 -5.9104
H 1.4782 -1.3076 -5.0565
H -0.5653 -4.5715 -9.2944

Gap between HOMO and LUMO = 7.51 eV
Total charge = +1
Energy = -4062.65420 Eh
HOMO = -11.824 eV


(4)
Molecular formula: C30H43F2N4O10P
Method: DFT, the ωB97M-V functional and the def2-TZVPD basis

Geometry (Å):
C 3.1398 -2.6331 -0.4239
C 2.7948 -3.2628 1.0603
C 3.3480 -2.2596 2.2693
C 2.8242 -0.7017 2.0056
O 1.3820 -0.6328 1.6646
C 1.0052 0.7909 1.6112
C 0.2086 1.5045 2.6884
C -0.3118 0.6758 4.0039
C -1.9210 0.7779 4.2995
C -2.8741 0.8212 2.9671
P -3.2098 -0.8719 2.1503
O -3.0285 -2.1186 3.1068
O -2.3259 -1.0428 0.6184
C -2.5794 -2.3621 0.0194
C -1.8037 -2.3894 -1.4608
O -4.9191 -0.8449 1.6664
C -5.1443 0.2315 0.6805
C -6.3760 1.2627 1.0852
C -0.1578 3.1234 2.4822
O -0.0588 4.0343 3.4774
C -0.6071 3.5234 0.9214
N -1.7396 4.4812 0.6253
C -1.0482 5.8426 0.4503
O -1.4330 6.5464 -0.6503
F -0.0110 6.3669 1.4022
C -2.7258 4.6024 1.7658
O -3.8029 3.8198 1.9655
F -2.5407 5.7014 2.7860
C 0.2030 2.8181 -0.1515
C -0.1842 3.0982 -1.7311
C 0.7265 4.2860 -2.4096
C 2.0058 3.5196 -3.1643
C 3.3792 4.3746 -2.8695
O 3.7477 5.0515 -4.1424
C 4.6612 4.0937 -4.8012
O 5.9601 4.0514 -4.4337
C 1.4141 1.7613 0.3116
O 2.6096 1.6938 -0.3094
H 2.3649 -1.7940 -0.7161
H 3.0349 -3.4931 -1.2380
H 4.2150 -2.1600 -0.4971
H 3.2782 -4.3311 1.1630
H 1.6354 -3.3687 1.1912
H 3.0570 -2.6618 3.3341
H 4.5337 -2.2380 2.1476
H 3.5266 -0.2852 1.1365
H 3.0002 -0.0114 2.9387
H 0.0611 -0.4323 3.9559
H 0.2323 1.1614 4.9491
H -2.1075 1.7367 4.9539
H -2.2374 -0.1528 4.9719
H -2.5226 1.5512 2.1229
H -3.9336 1.2333 3.3316
H -2.1142 -3.2587 0.6304
H -3.7040 -2.6065 -0.1921
H -2.4166 -2.9564 -2.2858
H -0.7016 -2.7809 -1.3870
H -1.7392 -1.2563 -1.8205
H -5.4652 -0.2380 -0.3689
H -4.2073 0.9071 0.4797
H -7.2845 0.7245 1.6141
H -6.8410 1.7906 0.1217
H -6.0213 2.1564 1.7831
H -1.3510 3.3010 -1.7789
H -0.0270 2.0577 -2.2948
H 1.0903 5.0009 -1.5423
H 0.0654 4.8235 -3.2129
H 2.0772 2.3868 -2.8512
H 1.7366 3.5484 -4.3192
H 3.2199 5.1745 -2.0162
H 4.2024 3.5816 -2.5281
H 4.2573 3.3780 -5.6422
C 0.9385 -6.1470 -0.4987
C 0.8681 -5.2145 -1.6360
N 0.8125 -4.4777 -2.5347
H 1.8832 -6.0493 0.0467
H 0.1307 -5.9708 0.2195
H 0.8597 -7.1895 -0.8248
C -3.6737 -6.5724 -0.6665
C -2.4859 -7.1589 -0.0238
N -1.5473 -7.6222 0.4841
H -3.5293 -6.4458 -1.7447
H -4.5595 -7.2019 -0.5306
H -3.9115 -5.5861 -0.2542
C 5.1142 -0.2950 -3.3952
C 5.1180 -1.7281 -3.0573
N 5.1209 -2.8605 -2.7903
H 6.1306 0.1066 -3.4659
H 4.6248 -0.1074 -4.3568
H 4.5843 0.2971 -2.6416

Gap between HOMO and LUMO = 7.65 eV
Total charge = 0
Energy = -2680.76207 Eh
HOMO = -10.083 eV


(5)
Molecular formula: C30H43F5NdP2S
Method: DFT, the ωB97M-V functional and the def2-TZVPD basis

Geometry (Å):
Nd 1.5090 0.6183 0.6842
C 0.1540 -1.6884 0.2067
C -0.2130 -0.7171 -0.7592
C 2.0788 -1.1385 -0.9897
C 1.5632 -1.9524 0.0683
C 0.9707 -0.3717 -1.5230
C -0.8254 -2.4531 1.0336
H -1.7302 -2.6948 0.4423
H -1.1697 -1.8862 1.9162
H -0.3345 -3.3683 1.3977
C 2.2538 -3.1477 0.6353
H 1.5123 -3.8253 1.0729
H 2.9873 -2.9153 1.4191
H 2.7684 -3.7078 -0.1616
C 3.5230 -1.1419 -1.3855
H 3.9377 -2.1643 -1.3158
H 4.1573 -0.4911 -0.7465
H 3.5990 -0.7873 -2.4211
C 1.0175 0.6354 -2.6257
H 1.0511 0.1720 -3.6288
H 1.9068 1.2826 -2.5379
H 0.1333 1.2911 -2.5980
C -1.6210 -0.2887 -1.0164
H -2.2065 -0.9824 -1.6508
H -1.6373 0.6983 -1.5059
H -2.1783 -0.2193 -0.0679
C -2.9273 2.4836 2.0813
C -4.0040 1.8745 1.5698
C -4.4076 1.9754 0.1151
C -4.4298 3.4098 -0.4891
C -3.3549 3.7770 -1.4601
C -2.0313 3.6132 -1.2799
C -1.4390 3.1357 0.0051
C -2.1338 3.5645 1.3448
H -5.4311 1.5505 0.1023
H -4.5264 4.1717 0.2977
H -3.8410 1.3057 -0.5594
H -2.7611 4.4540 1.1689
H -2.4714 2.1915 3.0742
H -4.6970 1.2801 2.1976
H -1.3121 3.8924 2.0113
H -1.3789 2.0401 -0.0176
H -1.3258 3.6990 -2.1161
H -0.3756 3.5113 -0.0011
H -5.3671 3.4423 -1.0625
H -3.7229 4.1329 -2.4275
P 0.3838 5.6530 0.1157
P 2.6529 4.8323 -1.8157
C 1.3226 7.0638 -0.6623
C 2.6723 6.6099 -1.1852
H 1.4736 7.8193 0.1200
H 0.6909 7.4838 -1.4632
H 2.9430 7.2648 -2.0273
H 3.4594 6.6659 -0.4151
C 4.2507 5.1274 -2.7035
H 4.4359 4.3139 -3.4156
H 5.0432 5.1688 -1.9427
H 4.1958 6.0911 -3.2320
C 1.5388 5.2462 -3.2533
H 1.7392 6.2721 -3.5984
H 0.4789 5.1593 -2.9786
H 1.7506 4.5460 -4.0712
C 0.8522 6.0077 1.8551
H 0.8210 5.0830 2.4466
H 0.1636 6.7484 2.2815
H 1.8756 6.4054 1.8558
C -1.2552 6.5085 0.0146
H -1.0997 7.5481 -0.3087
H -1.7392 6.4883 1.0010
H -1.8920 5.9954 -0.7181
F -2.5913 -2.3885 5.1857
C -1.4075 -1.9142 4.7448
C -0.2741 -2.7522 4.7019
F -0.3181 -4.0039 5.2305
C 0.8887 -2.2875 4.1092
F 1.9761 -3.1090 3.9743
C 0.9844 -0.9945 3.5511
S 2.5223 -0.3668 3.0382
C -0.1886 -0.2201 3.5653
F -0.2765 0.7487 2.4967
C -1.3019 -0.5813 4.2945
F -2.2617 0.3411 4.6594

Gap between HOMO and LUMO (alpha / beta) = 6.84 / 6.97 eV
Multiplicity = 4
Total charge = +1
Energy = -3310.22000 Eh
HOMO (alpha / beta) = -10.548 / -10.548 eV


Please write out number 1 again, unchanged.
Molecular formula: C30H43Cl3GaN5O3Si
Method: DFT, the ωB97M-V functional and the def2-TZVPD basis

Geometry (Å):
C -2.3329 -2.4526 -4.9913
C -1.4569 -2.7260 -3.7926
H -2.7472 -3.3227 -5.5307
H -1.6342 -1.9822 -5.6924
H -3.1634 -1.7611 -4.7949
C -0.5668 -3.7302 -3.8198
C -0.3083 -4.4406 -5.0773
H 0.1299 -3.9285 -3.0151
H 0.1748 -3.8206 -5.8597
H -1.2473 -4.7958 -5.4959
H 0.3467 -5.2941 -4.9103
Ga -0.4471 2.4584 0.9704
Cl -2.6288 3.1235 1.2084
Cl 0.9543 3.7884 -0.0502
H 1.6783 5.8032 3.8388
H -1.3677 6.6306 2.7791
C 1.4633 5.2274 2.9211
C -0.7093 6.0875 2.0891
N 0.0305 5.0441 2.7810
H 1.9663 4.2466 2.9793
C -0.5605 3.9896 3.3975
O 0.0693 3.1905 4.1431
H -1.3275 5.6634 1.2844
H -1.6613 3.9217 3.2048
H 1.7996 5.7933 2.0371
H 0.0370 6.7777 1.6765
H 2.0371 -0.6858 -4.0117
H 2.6932 -3.5857 -3.0884
C 3.1070 -0.9260 -3.9354
C 3.6071 -3.0447 -2.8084
N 3.3900 -1.6233 -2.7017
H 3.6775 0.0095 -3.9866
C 3.1483 -1.0357 -1.4811
O 2.6818 0.0950 -1.3133
H 3.9706 -3.4537 -1.8676
H 3.5314 -1.6354 -0.6328
H 3.3703 -1.5869 -4.7662
H 4.3319 -3.2431 -3.5951
O -0.5140 -0.6228 -3.0444
C -1.4348 -1.6569 -2.7071
C 0.1994 -2.6283 -1.0727
C -1.0939 -2.1596 -1.3055
H 0.9812 -2.3768 -1.7957
C 0.4565 -3.4530 0.0202
H -2.4300 -1.1961 -2.6620
C -2.0394 -2.2285 -0.2714
H 1.4405 -3.9143 0.1221
C -0.5186 -3.6314 1.0123
C -1.7388 -2.9465 0.8951
H -2.9906 -1.6935 -0.3750
H -0.3590 -4.3410 1.8405
H -2.4678 -2.9593 1.7236
Si -0.4843 0.7156 -3.9062
Cl -0.9673 0.5660 0.2960
C 1.2198 1.5060 -3.7321
C -1.4823 2.0150 -3.0466
C -1.2806 0.4123 -5.4958
H 1.7893 1.2012 -2.8214
H 1.0011 2.5863 -3.6343
H 1.8024 1.3088 -4.6492
H -0.6322 -0.2759 -6.0320
H -1.5083 1.2867 -6.1139
H -2.2290 -0.0666 -5.2389
H -2.3659 1.6851 -2.4956
H -1.8137 2.6341 -3.8892
H -0.9103 2.6419 -2.3603
N -0.7453 1.4330 10.5661
C -0.8045 1.0102 9.4741
C -0.8081 0.5352 8.1240
C -1.7282 1.0852 7.2181
C -1.6492 0.7426 5.8743
C -0.6028 -0.1034 5.4739
C 0.1746 -0.8291 6.3773
C 0.0899 -0.4618 7.7182
N -0.1442 -0.0188 4.1626
C 0.8901 -0.7285 3.5220
C 1.1457 -0.0848 2.3592
N 0.4535 1.1316 2.3886
C -0.4436 1.0474 3.3737
H -2.4817 1.8099 7.5295
H -2.3273 1.1798 5.1329
H 0.8707 -1.5904 6.0286
H 0.7769 -0.8974 8.4372
H 1.3337 -1.6189 3.9299
H 1.6937 -0.4317 1.4783
H -1.3602 1.6058 3.4790

Gap between HOMO and LUMO = 8.45 eV
Total charge = 0
Energy = -5263.39928 Eh
HOMO = -8.639 eV